Entry from the Open Molecules 2025 dataset: C37H42HgIN8O5S2 as an isolated structure (the ωB97M-V functional and the def2-TZVPD basis).

Structure (XYZ):
```
96
Properties=species:S:1:pos:R:3:forces:R:3:lowdin_charge:R:1
Hg -0.3657 0.5616 0.6904 -0.04 0.03 0.15 1.202
I 3.1282 3.6518 4.9135 0.00 0.08 -0.02 -0.268
S 0.2874 -3.1587 -2.8651 -0.07 0.06 0.00 0.905
S -1.8915 -1.1269 -2.5558 0.10 0.13 0.00 0.926
O -4.5962 0.3463 1.1064 0.15 -0.04 -0.03 -0.007
O -0.4532 3.5417 -3.5794 -0.15 -0.20 -0.01 -0.041
O 0.0262 1.3328 3.2223 0.17 0.10 -0.13 -0.104
O 1.2262 -1.0721 1.4581 0.31 -0.41 -0.10 -0.149
O 2.3821 -2.4443 3.3207 -0.01 0.01 0.03 0.048
N 1.3614 1.9932 0.2614 -0.23 0.04 0.07 -0.025
N 0.1659 1.4643 -2.7480 -0.13 -0.08 -0.18 0.101
N -2.3557 -0.1082 1.3234 -0.04 0.40 -0.26 0.005
N 1.4232 -1.9699 -0.6819 0.06 -0.08 0.11 -0.001
N -0.8665 3.5559 1.4459 0.19 -0.07 -0.06 0.005
N -1.9615 1.6506 -0.9116 -0.30 0.02 -0.19 0.084
N 0.2631 -1.2714 -0.9923 0.04 0.09 0.40 -0.119
N 0.3794 0.6725 5.3443 0.08 -0.21 0.00 0.151
C -2.7217 3.5768 -2.0827 -0.07 0.00 0.07 -0.018
C 0.9187 1.0016 -3.8272 -0.17 0.01 -0.01 -0.197
C -2.2719 -2.6290 -3.4909 0.00 0.05 0.08 -0.533
C 1.1175 0.0679 -6.0694 0.04 0.01 0.08 -0.095
C 2.2562 0.6081 -3.6046 0.09 0.04 0.00 -0.208
C 2.9809 -0.0462 -4.5930 0.02 0.01 0.01 -0.081
C -2.9609 -1.1208 4.8361 -0.03 -0.02 0.00 -0.083
C -4.1497 2.5043 -0.5037 -0.14 0.15 0.03 -0.020
C 3.8770 -3.1179 0.0469 -0.01 -0.03 0.05 -0.038
C 4.2631 -3.7180 2.7232 0.05 -0.01 0.02 -0.031
C -0.5746 2.5572 -2.8199 0.37 0.00 0.06 -0.526
C -2.2868 -2.2902 2.4036 0.03 -0.05 -0.09 -0.199
C 2.9139 0.9093 -2.2856 -0.04 -0.09 -0.06 -0.050
C -1.7657 2.5940 -1.8421 -0.07 -0.11 -0.07 -0.189
C -3.9271 3.5321 -1.4045 0.12 -0.09 0.01 -0.061
C 1.5328 3.2926 0.9433 -0.31 -0.04 0.12 -0.233
C 4.9550 -3.9028 0.4227 0.04 -0.03 -0.02 -0.116
C -2.6697 -2.4773 4.7860 0.03 0.00 -0.10 -0.110
C -1.0348 1.1604 -5.4859 0.05 0.04 0.11 -0.062
C 2.2746 1.0463 3.9164 0.04 -0.26 -0.08 -0.167
C 3.1878 -2.9076 2.3509 0.14 0.00 -0.13 -0.273
C 2.9816 -2.6178 0.9901 -0.07 0.04 0.00 -0.074
C 0.3084 4.1944 0.8527 -0.13 -0.29 -0.08 -0.264
C -1.9635 -2.9407 1.0853 0.03 0.07 0.06 -0.033
C -3.2057 1.1439 3.7769 0.02 -0.05 -0.09 -0.041
C 2.4222 -0.3370 -5.8274 -0.05 0.02 0.02 -0.127
C -3.1309 1.5969 -0.2641 0.27 -0.11 0.04 -0.206
C 0.8580 1.0170 4.0935 -0.15 0.11 0.15 -0.654
C -2.9063 -0.3283 3.6939 0.03 0.10 0.00 -0.211
C -2.3448 -3.0528 3.5674 -0.02 0.04 0.05 -0.066
C -0.9849 -3.0755 -4.1547 0.05 0.00 0.02 -0.544
C -2.5387 -0.9157 2.4701 -0.04 0.00 0.19 -0.203
C 5.1382 -4.2068 1.7688 -0.09 0.05 0.02 -0.115
C -0.3485 -1.7503 -1.9883 0.08 -0.11 -0.21 -0.906
C 1.7897 -1.8149 0.5679 -0.13 0.26 0.04 -0.459
C -3.4091 0.5217 0.7976 -0.04 0.00 0.00 -0.503
C 0.3595 0.7378 -5.1124 0.08 0.03 0.17 -0.209
H 2.1970 1.4376 0.3982 0.01 -0.10 -0.02 0.074
H 0.5783 5.1363 1.3403 0.08 0.10 0.01 0.104
H 0.6627 -0.1445 -7.0334 -0.01 0.03 0.02 0.092
H -2.6951 -3.0797 5.6874 -0.01 0.02 -0.02 0.087
H 2.3868 3.8278 0.5218 0.06 0.02 -0.02 0.115
H -2.6237 -2.5646 0.3006 0.06 -0.02 -0.01 0.071
H 2.6635 1.1881 2.9201 -0.05 0.04 0.05 0.027
H 0.0938 4.4146 -0.1998 -0.04 0.00 0.02 0.105
H -2.0678 -4.0249 1.1566 -0.02 0.01 0.01 0.073
H 1.7752 -1.7957 2.8815 -0.07 0.06 -0.05 0.067
H 5.9727 -4.8254 2.0786 0.01 0.00 0.00 0.089
H -3.0539 -2.3737 -4.2077 0.03 -0.02 -0.03 0.071
H -4.6921 4.2759 -1.5926 -0.02 0.02 0.01 0.096
H 0.9967 0.1372 5.9331 -0.01 0.06 0.00 0.087
H -1.3455 0.6609 -6.4084 0.00 0.03 0.05 0.065
H -2.4917 4.3238 -2.8259 0.02 0.04 -0.04 0.104
H -0.5800 0.3582 5.3345 -0.01 0.00 -0.02 0.076
H 3.9996 0.8467 -2.3766 0.01 -0.03 0.01 0.075
H 4.0076 -0.3352 -4.3846 -0.05 0.01 0.02 0.098
H -5.0769 2.3884 0.0383 0.00 -0.02 -0.03 0.107
H -0.6688 -2.3596 -4.9154 -0.04 -0.01 -0.03 0.062
H -1.0760 2.2404 -5.6328 -0.04 0.07 0.02 0.072
H 2.9902 -0.8630 -6.5868 -0.01 0.01 0.02 0.081
H -2.3641 1.7144 3.3753 -0.04 -0.02 0.05 0.058
H 3.6928 -2.8792 -0.9936 0.00 -0.01 0.03 0.106
H -0.6701 3.2411 2.3923 0.01 -0.01 -0.04 0.045
H -4.0929 1.3828 3.1863 0.02 -0.01 0.04 0.071
H -3.3786 1.4449 4.8124 0.04 -0.01 -0.02 0.073
H -1.0741 -4.0700 -4.5949 -0.02 0.01 -0.02 0.066
H 2.6561 1.9131 -1.9448 0.13 -0.04 -0.14 0.063
H -2.1230 -4.1139 3.5101 -0.02 0.03 -0.01 0.099
H -2.6395 -3.3901 -2.8015 -0.04 -0.08 -0.07 0.067
H -0.9388 -2.7208 0.7809 0.01 0.03 -0.03 0.060
H 1.2297 2.0896 -0.7466 -0.06 0.07 0.01 0.032
H 5.6456 -4.2815 -0.3231 -0.05 0.04 0.03 0.087
H -1.6644 4.1762 1.4558 0.00 0.01 -0.02 0.069
H -3.2340 -0.6615 5.7823 0.01 0.01 -0.04 0.098
H 4.3955 -3.9368 3.7770 -0.01 0.02 -0.05 0.108
H 1.7455 3.1003 1.9959 0.05 -0.03 0.00 0.053
H -1.7526 0.9216 -4.7007 -0.01 -0.03 0.09 0.048
H 2.5968 0.1908 -1.5210 -0.02 0.06 -0.05 0.059
H 2.9247 0.5777 4.6407 -0.04 0.07 -0.01 0.023
```
Forces are in eV/Å.

Summary:
calculated total energy: -3497.0621 Eh
charge: -2
LUMO level (spin up / spin down): 3.8213 / 3.8213 eV
multiplicity: 2

Entry from the Open Molecules 2025 dataset: C25H24ClNOOsP as an isolated structure in a non-equilibrium geometry (the ωB97M-V functional and the def2-TZVPD basis).

Structure (XYZ):
```
54
Properties=species:S:1:pos:R:3:forces:R:3:lowdin_charge:R:1
Os -0.2707 0.3854 0.3450 -0.66 -5.77 1.09 1.011
Cl 0.4206 -0.3418 2.4126 0.85 -0.18 0.44 0.169
P 1.4992 1.6122 0.1538 4.45 4.64 -1.66 0.791
O -2.4560 2.3240 0.8123 4.63 -4.95 1.24 0.103
N -1.4731 -1.2894 0.2059 -0.82 2.23 -2.14 -0.216
C 3.2384 3.4847 -3.1883 -0.47 -0.08 0.05 -0.017
C 1.0292 2.8235 -3.7486 -1.72 0.62 -2.66 -0.069
C -1.0863 -2.4299 0.6391 0.61 -5.54 2.18 -0.177
C 4.8051 -0.7877 0.9701 0.56 -1.00 0.15 0.035
C 0.3453 5.3238 1.4263 -1.14 0.44 -2.51 0.000
C -1.8910 -3.6322 0.6186 -0.51 2.16 -0.76 0.079
C 1.2998 3.1010 1.1737 -0.28 0.36 -0.19 -0.295
C 1.4333 4.2446 3.3117 1.39 -2.44 1.04 0.026
C -4.0663 -4.6344 -0.0411 -3.91 -2.37 -0.82 -0.048
C 4.2424 1.9348 1.0469 -2.79 1.82 -0.65 -0.040
C -1.5813 1.4806 0.8314 -6.79 7.89 -1.80 -0.384
C 3.5179 -0.3136 0.6150 -0.22 0.53 0.10 0.038
C 3.2064 1.0814 0.6657 0.62 0.00 0.46 -0.287
C 1.6900 3.1339 2.5207 0.29 -0.54 1.02 -0.069
C -2.5986 -1.2278 -0.5371 -2.11 -0.35 -1.05 -0.105
C 0.7549 5.3151 2.7407 -0.35 2.67 1.76 0.037
C -3.1598 -3.5572 -0.0410 2.37 3.12 0.47 -0.241
C 5.7778 0.1050 1.3578 1.49 -2.45 0.19 0.015
C 2.1685 3.5100 -4.1159 1.11 -0.18 1.38 -0.004
C -3.4794 -2.2988 -0.6899 1.17 -0.10 1.17 0.059
C 0.5948 4.2253 0.6187 -0.21 0.51 0.15 0.007
C 3.1114 2.8691 -1.9250 -1.07 0.19 -0.62 -0.045
C 0.8895 2.2016 -2.5496 -1.45 -1.53 2.12 -0.141
C 1.8669 2.2610 -1.5491 1.15 0.26 -0.54 -0.337
C 5.5018 1.4645 1.4019 1.78 0.97 0.52 0.069
H -3.7337 -5.5152 0.4952 0.20 -0.04 0.07 0.093
H 1.7770 4.2234 4.3858 -0.54 0.30 -1.34 0.167
H 1.3043 -1.2486 -3.2140 1.26 -0.25 1.83 0.047
H -4.4549 -2.1583 -1.1628 0.53 -0.05 -0.13 0.142
H -0.2151 6.2032 0.9951 0.79 -1.06 0.64 0.166
H 4.0646 3.0461 1.0860 0.20 -1.31 0.01 0.153
H 3.9544 2.8856 -1.2607 0.21 0.06 0.13 0.082
H 0.2993 4.1821 -0.4344 -0.01 0.19 0.40 0.132
H -4.2870 -4.9630 -1.1098 0.29 0.36 1.14 0.143
H 0.5814 6.2255 3.3969 0.05 -1.20 -0.97 0.177
H 0.1803 2.8317 -4.4941 0.94 -0.28 1.06 0.152
H 2.7195 -0.9782 0.3092 0.25 -0.36 -0.01 0.101
H 4.1563 3.9843 -3.4823 0.05 -0.17 0.31 0.123
H 2.2605 4.0399 -5.0633 -0.05 -0.23 0.25 0.136
H -0.0335 1.6017 -2.2958 0.80 0.91 -0.55 0.094
H 6.3144 2.1733 1.7251 -1.03 -0.71 -0.38 0.177
H -2.7612 -0.2810 -1.0660 -0.27 -0.36 0.47 0.119
H -1.6295 -4.5360 1.1848 0.26 0.53 -0.50 0.138
H -5.1353 -4.3995 0.3688 1.92 -0.03 -0.64 0.158
H -0.0877 -2.4906 1.0968 -0.70 0.01 0.01 0.074
H 1.7768 -1.3472 -2.5484 -1.27 0.26 -1.77 0.010
H 6.8038 -0.2914 1.6310 -1.38 0.65 -0.33 0.173
H 5.0020 -1.8841 0.9386 -0.10 1.04 0.01 0.161
H 2.1903 2.2241 2.9023 -0.34 0.82 0.14 0.117
```
Forces are in eV/Å.

Summary:
calculated total energy: -1988.0036 Eh
charge: +3
LUMO level (spin up / spin down): -10.6617 / -13.6741 eV
multiplicity: 5

Question: Which value of charge does entry 1 give?
Answer: -2